Formula: C24H60O9
Source: OMol25
Level of theory: the ωB97M-V functional and the def2-TZVPD basis

* LUMO energy: 0.3 eV
* largest force on an atom: 0.0360 hartree/bohr
* SMILES: CCCCCC[C@@H]1CCC(=O)O1.CCO.CCO.CCO.CCO.CCO.CCO.CCO
* spin multiplicity: 1
* energy above the lowest of the compared OMol25 structures with the same formula, charge and spin: 0.000 eV
* gap between HOMO and LUMO: 10.16 eV
* electronic energy: -1627.5156 hartree

```
93
C24H60O9 the ωB97M-V functional and the def2-TZVPD basis
C 2.42 2.14 0.38
C 2.67 0.81 -0.34
C 3.13 0.98 -1.80
C 4.48 0.31 -2.11
C 4.36 -1.08 -2.80
C 5.02 -2.20 -2.00
C 5.54 -3.33 -2.84
C 4.47 -4.24 -3.46
C 5.00 -5.65 -3.19
C 5.66 -5.40 -1.83
O 5.63 -6.08 -0.82
O 6.30 -4.21 -1.93
H 3.33 2.55 0.81
H 1.72 2.01 1.19
H 2.02 2.86 -0.34
H 3.39 0.22 0.22
H 1.73 0.27 -0.33
H 2.35 0.64 -2.47
H 3.25 2.05 -1.99
H 5.02 0.21 -1.17
H 5.08 0.96 -2.72
H 3.30 -1.27 -2.93
H 4.79 -0.99 -3.79
H 4.33 -2.56 -1.24
H 5.88 -1.78 -1.47
H 6.25 -3.03 -3.60
H 3.47 -4.14 -3.05
H 4.37 -4.11 -4.53
H 5.86 -5.87 -3.81
H 4.27 -6.43 -3.10
C -1.02 -0.07 -4.09
C -0.84 0.52 -2.70
O -0.02 1.69 -2.72
H -0.05 -0.32 -4.52
H -1.63 -0.97 -4.05
H -1.51 0.64 -4.75
H -0.34 -0.19 -2.04
H -1.82 0.76 -2.26
H -0.45 2.34 -3.28
C 9.22 -5.81 -6.47
C 7.79 -5.48 -6.04
O 7.21 -4.47 -6.86
H 9.83 -4.91 -6.43
H 9.66 -6.56 -5.82
H 9.24 -6.18 -7.49
H 7.78 -5.10 -5.02
H 7.17 -6.38 -6.07
H 7.20 -4.79 -7.77
C -2.22 -0.11 2.20
C -0.98 0.29 1.42
O 0.15 0.49 2.27
H -2.46 0.65 2.95
H -3.08 -0.23 1.55
H -2.05 -1.05 2.73
H -1.14 1.24 0.90
H -0.75 -0.47 0.66
H 0.33 -0.34 2.72
C -6.64 -0.49 4.24
C -5.63 0.36 3.50
O -5.58 0.02 2.11
H -6.39 -1.55 4.15
H -6.67 -0.23 5.30
H -7.64 -0.35 3.82
H -4.63 0.22 3.90
H -5.89 1.42 3.60
H -6.46 0.16 1.76
C -6.15 4.69 0.69
C -5.88 3.58 1.68
O -7.08 2.88 2.04
H -6.87 5.40 1.10
H -5.23 5.23 0.44
H -6.58 4.29 -0.24
H -5.48 3.98 2.61
H -5.16 2.87 1.27
H -7.45 2.51 1.23
C -8.19 2.42 6.60
C -9.23 2.21 5.52
O -9.26 3.30 4.60
H -8.38 3.34 7.14
H -8.18 1.59 7.31
H -7.19 2.50 6.15
H -10.23 2.14 5.96
H -9.04 1.28 4.97
H -8.40 3.35 4.19
C 1.06 4.51 3.05
C 1.36 3.46 4.09
O 0.19 2.77 4.51
H 0.33 5.23 3.43
H 1.96 5.05 2.75
H 0.63 4.05 2.15
H 1.78 3.92 4.99
H 2.09 2.74 3.71
H -0.17 2.33 3.73
```